(i)
Molecular formula: C27H27F9O27
Method: DFT, ωB97M-V/def2-TZVPD

Computed properties:
Structure (SMILES) ... O=C1OC[C@@H](F)O1.O=C1OC[C@@H](F)O1.O=C1OC[C@@H](F)O1.O=C1OC[C@@H](F)O1.O=C1OC[C@@H](F)O1.O=C1OC[C@@H](F)O1.O=C1OC[C@@H](F)O1.O=C1OC[C@@H](F)O1.O=C1OC[C@@H](F)O1
2S+1 ... 1
HOMO ... -11.25 eV

Geometry (Å):
C (-2.06910, 4.77977, 5.12881)
C (-2.66984, 4.53467, 3.68538)
O (-1.53797, 4.56628, 2.88187)
C (-0.51702, 5.23436, 3.53909)
O (0.50328, 5.55663, 3.00379)
O (-0.82253, 5.42233, 4.82544)
F (-3.51994, 5.55605, 3.42642)
H (-1.90568, 3.75004, 5.53810)
H (-2.67631, 5.41340, 5.71683)
H (-3.19158, 3.60091, 3.52936)
C (-0.22999, -6.17053, -0.70289)
C (-0.72665, -5.08193, 0.35551)
O (-0.98276, -4.01542, -0.48940)
C (-0.38556, -4.15580, -1.73394)
O (-0.34299, -3.29359, -2.52910)
O (0.06782, -5.37254, -1.84328)
F (0.27223, -4.78964, 1.26047)
H (-1.00432, -6.87924, -1.00259)
H (0.68635, -6.61223, -0.31186)
H (-1.65711, -5.35528, 0.84178)
C (4.71439, -3.58647, 1.19778)
C (4.14354, -3.19774, -0.15232)
O (3.11045, -4.14563, -0.34779)
C (3.28702, -5.19796, 0.50377)
O (2.58942, -6.20482, 0.43144)
O (4.22611, -4.92028, 1.36500)
F (5.09454, -3.41847, -1.12364)
H (4.35614, -2.91902, 1.91314)
H (5.80406, -3.69431, 1.24418)
H (3.67018, -2.19590, -0.28528)
C (2.08616, -3.52982, -5.25382)
C (2.35748, -2.74098, -4.02306)
O (1.55073, -1.64634, -4.07115)
C (1.18762, -1.45747, -5.41883)
O (0.69559, -0.43757, -5.70782)
O (1.56338, -2.48929, -6.19775)
F (3.66484, -2.38544, -3.96509)
H (1.26241, -4.27054, -5.15249)
H (2.95938, -4.00455, -5.76143)
H (2.22968, -3.31980, -3.04877)
C (1.09483, 0.26642, -1.57779)
C (0.36673, -0.89437, -1.03910)
O (-0.23079, -0.43939, 0.17522)
C (0.32874, 0.81259, 0.52178)
O (0.07147, 1.39802, 1.48039)
O (1.12796, 1.22164, -0.47006)
F (1.26950, -1.88515, -0.65829)
H (0.51977, 0.74108, -2.43233)
H (2.04654, -0.04155, -1.87861)
H (-0.31732, -1.35615, -1.73014)
C (-3.98808, 2.59847, -1.62885)
C (-2.80297, 2.54593, -0.68188)
O (-2.06272, 1.43001, -1.19037)
C (-2.87920, 0.58204, -1.85345)
O (-2.64972, -0.51602, -2.24127)
O (-4.06564, 1.21527, -2.05118)
F (-3.22815, 2.25093, 0.63214)
H (-3.80901, 3.20044, -2.52421)
H (-4.92747, 2.84351, -1.17732)
H (-2.18928, 3.40010, -0.60315)
C (-0.36733, 2.54576, -5.56335)
C (-1.66420, 3.18666, -5.86708)
O (-1.78327, 4.28356, -4.98912)
C (-0.97499, 3.97782, -3.94767)
O (-1.14697, 4.44974, -2.88294)
O (-0.01586, 3.13231, -4.27664)
F (-2.79196, 2.40335, -5.65464)
H (0.47789, 2.66639, -6.33559)
H (-0.55848, 1.51733, -5.47236)
H (-1.68615, 3.65778, -6.85344)
C (2.60255, 3.03410, 3.46785)
C (1.63981, 2.83911, 4.61918)
O (1.96138, 1.55216, 5.06043)
C (2.94581, 0.97381, 4.27419)
O (3.36951, -0.12331, 4.41830)
O (3.41997, 1.90623, 3.47967)
F (0.32707, 2.74402, 4.16814)
H (3.27726, 3.96500, 3.54231)
H (2.13529, 3.07281, 2.48877)
H (1.60002, 3.55413, 5.41992)
C (-1.48490, -0.57038, 4.26806)
C (-2.50885, -1.45872, 3.68087)
O (-3.56965, -0.59588, 3.46614)
C (-3.38856, 0.58135, 4.18957)
O (-4.19505, 1.44504, 4.42704)
O (-2.14127, 0.62675, 4.57025)
F (-2.88366, -2.42928, 4.56431)
H (-0.78169, -0.33275, 3.45130)
H (-1.01670, -1.00516, 5.19753)
H (-2.31568, -1.89946, 2.75165)

Results of the Löwdin charge analysis, in e, for atoms 1 through 8:
1. C -0.01
2. C -0.30
3. O 0.12
4. C -0.55
5. O 0.16
6. O 0.07
7. F 0.06
8. H 0.14

***

(ii)
Molecular formula: C27H27F9O27
Method: DFT, ωB97M-V/def2-TZVPD

Computed properties:
Structure (SMILES) ... O=C1OC[C@@H](F)O1.O=C1OC[C@@H](F)O1.O=C1OC[C@@H](F)O1.O=C1OC[C@@H](F)O1.O=C1OC[C@@H](F)O1.O=C1OC[C@@H](F)O1.O=C1OC[C@@H](F)O1.O=C1OC[C@@H](F)O1.O=C1OC[C@@H](F)O1
2S+1 ... 1
HOMO ... -10.93 eV

Geometry (Å):
C (0.28524, -4.00741, 3.16260)
C (-1.16095, -4.19891, 2.62510)
O (-1.85518, -4.46323, 3.88157)
C (-1.25272, -3.84441, 4.88881)
O (-1.73020, -3.55462, 5.99339)
O (-0.06079, -3.37886, 4.42546)
F (-1.01851, -5.35424, 1.94058)
H (0.83818, -3.27704, 2.57191)
H (0.76074, -4.96796, 3.36091)
H (-1.48629, -3.47121, 1.88165)
C (1.31654, 0.00072, 4.74439)
C (2.76430, 0.15673, 4.33603)
O (3.36768, 0.19468, 5.58584)
C (2.51286, 0.45969, 6.56152)
O (2.80053, 0.74112, 7.73671)
O (1.23097, 0.23188, 6.08999)
F (2.99162, 1.32514, 3.68899)
H (0.88977, -0.93688, 4.38821)
H (0.72769, 0.78089, 4.26201)
H (3.13436, -0.72432, 3.81173)
C (-3.49116, 0.66072, 2.12155)
C (-4.36316, -0.24373, 2.98250)
O (-5.28958, 0.64788, 3.59669)
C (-5.24716, 1.86926, 3.05929)
O (-6.08980, 2.72829, 3.23102)
O (-4.23717, 1.87352, 2.10836)
F (-3.73502, -0.95752, 3.90701)
H (-3.33824, 0.29692, 1.10550)
H (-2.50035, 0.85989, 2.52984)
H (-4.98975, -0.96850, 2.46271)
C (-3.91197, 2.65185, -1.59585)
C (-4.71116, 3.90088, -1.81165)
O (-3.90349, 4.90481, -1.14426)
C (-2.59263, 4.44555, -1.23847)
O (-1.58904, 5.00135, -0.82032)
O (-2.64557, 3.08105, -1.63413)
F (-5.88950, 3.94335, -1.15301)
H (-4.03944, 1.80745, -2.27322)
H (-3.98997, 2.17233, -0.62011)
H (-4.83774, 4.22761, -2.84379)
C (1.89714, 4.54197, -4.14740)
C (1.71834, 4.00690, -2.67299)
O (2.53456, 2.83625, -2.67010)
C (3.14118, 2.67605, -3.81322)
O (4.03096, 1.87884, -4.07368)
O (2.53323, 3.45972, -4.73239)
F (0.47657, 3.67386, -2.39001)
H (2.57079, 5.38999, -4.27053)
H (0.89039, 4.67304, -4.54410)
H (2.15299, 4.76657, -2.02330)
C (4.58704, -1.50066, -0.27630)
C (5.05868, -1.15037, 1.11920)
O (4.17482, -1.93509, 1.87483)
C (3.77862, -3.01103, 1.22976)
O (3.36004, -4.08027, 1.68088)
O (4.06314, -2.78363, -0.06043)
F (4.89053, 0.12708, 1.37364)
H (5.42448, -1.62934, -0.96202)
H (3.75929, -0.90309, -0.65819)
H (6.05227, -1.47996, 1.42292)
C (0.13807, 0.19288, -4.19042)
C (-0.12249, -0.93308, -5.18980)
O (0.21401, -0.24707, -6.37879)
C (-0.09521, 1.03061, -6.22213)
O (-0.12588, 1.83842, -7.10705)
O (-0.24436, 1.29227, -4.95349)
F (-1.43402, -1.34352, -5.10140)
H (1.21245, 0.26760, -4.02247)
H (-0.47026, 0.13051, -3.28812)
H (0.55550, -1.77027, -5.02386)
C (0.03892, 1.70958, -0.38463)
C (1.45343, 1.35180, -0.00799)
O (1.38718, 0.09856, 0.61965)
C (0.11027, -0.04269, 1.05415)
O (-0.27628, -0.87222, 1.82351)
O (-0.63889, 0.88684, 0.54408)
F (1.94077, 2.36080, 0.73797)
H (-0.17472, 1.47102, -1.42652)
H (-0.21078, 2.76897, -0.32605)
H (2.06863, 1.26220, -0.90331)
C (-1.04029, -4.04624, -1.22692)
C (-0.71761, -4.13766, -2.71029)
O (0.14625, -3.04657, -2.91146)
C (0.21807, -2.32597, -1.86210)
O (0.84423, -1.23161, -1.73846)
O (-0.35807, -2.94674, -0.75942)
F (-1.84568, -4.06173, -3.44878)
H (-0.94644, -4.98990, -0.68953)
H (-2.08905, -3.75529, -1.16735)
H (-0.29673, -5.08304, -3.05264)

Results of the Löwdin charge analysis, in e, for atoms 1 through 8:
1. C -0.02
2. C -0.24
3. O 0.14
4. C -0.52
5. O 0.13
6. O 0.03
7. F 0.04
8. H 0.12

***

Which is most stable? The ranking, best first, is (i), (ii).

***

(i)
Molecular formula: CH6N2O2S
Method: DFT, ωB97M-V/def2-TZVPD

Computed properties:
Structure (SMILES) ... CO[S@@](=N)(N)=O
2S+1 ... 1
HOMO ... -10.21 eV

Geometry (Å):
C (-1.40942, 0.61210, 0.27625)
N (0.85584, 0.27407, 1.61371)
N (1.97746, -1.14911, -0.53139)
O (1.92918, 1.30918, -0.50254)
O (-0.35161, 0.14005, -0.58792)
S (1.16414, 0.16388, 0.11484)
H (-2.28844, -0.02434, 0.03660)
H (-1.83624, 1.67467, -0.07827)
H (-0.95189, 0.51610, 1.28103)
H (1.57446, 0.67736, 2.19521)
H (1.83638, -0.89454, -1.54170)
H (1.46207, -2.01674, -0.24775)

Results of the Löwdin charge analysis, in e, for atoms 1 through 8:
1. C -0.13
2. N -0.22
3. N -0.09
4. O -0.37
5. O -0.33
6. S 0.67
7. H 0.08
8. H 0.13

***

(ii)
Molecular formula: CH6N2O2S
Method: DFT, ωB97M-V/def2-TZVPD

Computed properties:
Structure (SMILES) ... CO[S@@](=N)(N)=O
2S+1 ... 1
HOMO ... -10.26 eV

Geometry (Å):
C (1.80838, 0.25067, -0.03115)
N (-2.01116, 0.43041, -1.14940)
N (-0.67758, -0.91899, 0.86820)
O (-0.68014, 1.68764, 0.43371)
O (0.66128, -0.11239, -0.79539)
S (-0.82800, 0.38714, -0.22535)
H (1.73875, -0.23387, 0.93997)
H (1.70002, 1.32519, 0.21361)
H (2.61506, 0.12057, -0.72323)
H (-2.20227, -0.38900, -1.64826)
H (-1.06577, -0.90483, 1.82027)
H (-1.05855, -1.64256, 0.29702)

Results of the Löwdin charge analysis, in e, for atoms 1 through 8:
1. C -0.11
2. N -0.15
3. N -0.08
4. O -0.33
5. O -0.36
6. S 0.66
7. H 0.08
8. H 0.08

***

Which is most stable? The ranking, best first, is (ii), (i).